Entry 1:
The following is a DFT calculation (the ωB97M-V functional and the def2-TZVPD basis) of a molecular structure, C27H24CrN5O5S.

## Properties
Frontier orbital gap (spin up / spin down), eV: 7.4 / 7.5
2S+1: 2
Charge: 0
E_LUMO (spin up / spin down), eV: -0.58 / -0.55
Relative energy (zero: lowest compared OMol25 entry of this formula, charge and spin), eV: 0.083

XYZ file:
```
63
Properties=species:S:1:pos:R:3:forces:R:3
Cr -0.2673 0.5038 0.5896 -0.18 -0.59 1.26
N -3.5708 -0.4482 3.2855 0.03 0.01 0.13
C -2.6669 -0.1872 2.3238 0.01 -0.02 -0.35
S -1.0128 0.0248 2.8078 0.09 0.15 -0.31
N -3.1423 -0.1407 1.0968 0.09 -0.04 0.10
N -2.1931 0.1157 0.1576 -0.38 0.10 -0.18
C -2.5543 0.1160 -1.0777 0.12 0.01 -0.17
C -3.9352 -0.1578 -1.5387 -0.03 -0.09 -0.01
C -4.1863 -1.2467 -2.3672 0.03 -0.10 0.02
C -5.4805 -1.5234 -2.7891 0.04 0.01 0.00
C -6.5272 -0.7060 -2.3917 -0.02 0.03 0.04
C -6.2771 0.3921 -1.5753 -0.02 -0.03 -0.04
C -4.9892 0.6618 -1.1440 0.03 0.08 -0.06
C -1.4779 0.4431 -2.0361 -0.08 0.04 0.08
C -1.6745 0.5197 -3.4053 -0.10 0.03 -0.16
C -0.6195 0.8988 -4.2203 -0.16 -0.03 -0.05
C 0.6001 1.2067 -3.6485 0.09 0.03 -0.04
C 0.7230 1.1110 -2.2746 -0.12 -0.06 0.22
N -0.2857 0.7265 -1.4908 0.43 0.16 -0.20
H -3.2869 -0.4173 4.2463 -0.05 -0.01 0.01
H -4.5433 -0.5203 3.0395 0.05 0.00 0.00
H -3.3680 -1.8973 -2.6591 -0.04 0.03 0.01
H -5.6666 -2.3783 -3.4273 0.00 0.01 0.04
H -7.5393 -0.9278 -2.7097 0.05 0.04 -0.01
H -7.0905 1.0390 -1.2712 0.01 -0.03 0.00
H -4.7916 1.5122 -0.5048 0.00 -0.03 0.03
H -2.6504 0.2967 -3.8125 0.05 0.02 -0.04
H -0.7559 0.9658 -5.2930 -0.01 -0.02 0.05
H 1.4459 1.5144 -4.2498 -0.04 0.00 0.06
H 1.6539 1.3358 -1.7710 0.02 -0.06 0.04
O 0.3112 4.4389 0.6169 -0.07 0.20 -0.02
C 0.3293 3.2563 0.8557 0.04 -0.38 0.02
O -0.5902 2.3823 0.5544 0.16 0.14 -0.17
C 1.4881 2.6302 1.6074 -0.22 0.05 0.03
C 2.4514 3.4300 2.2437 0.02 0.19 -0.06
C 3.3699 2.8245 3.0406 0.09 -0.01 0.04
C 3.3344 1.4198 3.2024 -0.03 -0.01 -0.01
C 4.2394 0.7339 4.0483 0.05 0.02 0.03
C 4.1742 -0.6227 4.1758 0.01 -0.03 0.00
C 3.1988 -1.3522 3.4583 0.03 0.04 0.04
C 2.3141 -0.7201 2.6336 -0.13 -0.03 0.03
C 2.3558 0.6854 2.4945 0.10 0.01 -0.09
N 1.4482 1.3247 1.6905 0.12 -0.23 -0.28
H 2.4153 4.4990 2.0808 -0.03 -0.05 0.04
H 4.1253 3.4000 3.5646 -0.03 -0.02 -0.01
H 4.9776 1.3099 4.5973 -0.04 -0.04 -0.05
H 4.8677 -1.1432 4.8262 -0.05 0.03 -0.03
H 3.1463 -2.4284 3.5671 0.03 0.01 0.01
H 1.5644 -1.2729 2.0839 0.00 0.09 0.03
C 3.1750 -2.7737 -0.0029 -0.04 -0.14 0.05
C 2.5437 -1.6905 -0.8787 -0.08 0.16 0.16
C 3.0026 -1.8381 -2.3220 0.01 0.04 -0.04
O 2.8692 -0.3905 -0.3809 -0.15 0.02 -0.07
C 1.0121 -1.8760 -0.7796 -0.56 -0.03 -0.01
O 0.4849 -2.6731 -1.5274 -0.06 0.07 0.06
O 0.3645 -1.2444 0.1769 0.77 0.29 -0.15
H 4.2213 -2.5237 0.1988 -0.01 -0.03 -0.05
H 3.1423 -3.7351 -0.5185 -0.02 0.05 0.05
H 2.6574 -2.8737 0.9523 0.07 0.02 -0.08
H 4.0924 -1.9250 -2.3612 -0.05 0.04 0.00
H 2.6980 -0.9704 -2.9103 0.00 -0.03 0.04
H 2.5516 -2.7253 -2.7604 0.06 -0.02 -0.02
H 3.7936 -0.3885 -0.1171 0.08 -0.02 0.02
```
Forces are in eV/Å.

=====

Entry 2:
The following is a DFT calculation (the ωB97M-V functional and the def2-TZVPD basis) of 4 unconnected molecules or ions with the total composition C27H24F24N2O3.

## Properties
Frontier orbital gap, eV: 9.7
SMILES: Cc1ccc(C[C@H](C#N)CC#N)cc1.FC(F)C(F)(F)COC(F)(F)C(F)F.FC(F)C(F)(F)COC(F)(F)C(F)F.FC(F)C(F)(F)COC(F)(F)C(F)F
Charge: 0
E_LUMO, eV: 0.36

XYZ file:
```
80
Properties=species:S:1:pos:R:3:forces:R:3
C 2.3996 5.2666 5.0843 -0.20 0.15 0.01
C 1.0148 5.2586 4.4933 0.53 0.03 0.32
C 0.8260 5.2396 3.1250 0.09 -0.08 -0.19
C -0.4472 5.2091 2.5838 0.12 -0.01 0.00
C -1.5439 5.2104 3.4211 -0.74 0.13 -0.18
C -2.9502 5.1259 2.8706 0.50 -0.23 0.18
C -3.4657 3.6572 2.9205 -0.49 0.41 0.50
C -3.9972 3.2426 1.6300 0.32 -0.30 -0.33
N -4.3153 2.8832 0.5868 -0.16 0.10 0.06
C -4.5319 3.4277 4.0382 0.04 -0.18 -0.12
C -3.9559 2.6921 5.1565 0.35 0.15 0.28
N -3.3903 2.2010 6.0267 -0.19 -0.10 -0.05
C -1.3643 5.2487 4.7930 0.26 0.02 0.23
C -0.0906 5.2722 5.3288 -0.34 -0.09 -0.08
H 2.4347 4.6017 5.9427 0.15 -0.09 0.07
H 2.6617 6.2658 5.4291 0.03 0.09 0.07
H 3.1498 4.9679 4.3596 0.07 -0.12 -0.07
H 1.6962 5.2274 2.4849 0.04 0.01 -0.15
H -0.5936 5.1715 1.5148 0.04 0.03 -0.16
H -2.9782 5.4894 1.8487 -0.04 0.10 -0.10
H -3.5810 5.7585 3.4879 -0.27 0.08 -0.12
H -2.6212 3.0242 3.1707 0.15 -0.23 -0.30
H -5.3897 2.8775 3.6632 -0.09 -0.06 -0.07
H -4.8909 4.3789 4.4164 -0.13 0.14 0.00
H -2.2111 5.2465 5.4644 -0.16 0.01 0.01
H 0.0200 5.2764 6.4023 0.15 0.02 0.13
F -3.3535 2.9370 -5.5718 -0.04 0.05 0.03
C -3.8845 3.7599 -4.6438 -0.13 0.13 -0.05
F -3.7813 5.0303 -5.0984 0.00 -0.05 -0.01
C -3.1364 3.6548 -3.3141 0.43 -0.03 0.05
F -1.8776 4.1280 -3.4551 -0.07 0.01 -0.03
F -3.7936 4.4985 -2.4673 -0.12 -0.02 -0.01
C -3.1039 2.2914 -2.6157 -0.36 -0.22 0.52
O -1.9532 1.4876 -2.8072 0.39 0.34 -0.35
C -1.8112 0.6585 -3.8772 -0.46 0.02 0.40
F -2.9585 0.5168 -4.5600 0.11 -0.07 -0.10
F -1.4918 -0.5675 -3.3745 0.06 -0.10 -0.23
C -0.6483 1.0665 -4.7880 0.14 -0.04 -0.07
F -0.7990 2.3333 -5.2133 0.02 -0.07 -0.03
F -0.6362 0.2476 -5.8637 0.03 0.00 0.00
H -4.9423 3.5204 -4.5065 0.02 -0.03 -0.01
H -3.0868 2.5175 -1.5527 -0.01 0.07 0.02
H -4.0220 1.7284 -2.7837 0.00 0.05 -0.22
H 0.2966 0.9753 -4.2483 -0.01 0.00 0.01
F -1.0941 -1.3469 0.4348 -0.02 -0.08 -0.05
C -1.7340 -2.0090 -0.5559 -0.14 0.30 -0.11
F -3.0533 -1.7201 -0.4582 0.02 -0.06 0.00
C -1.5486 -3.5198 -0.4301 -0.06 -0.25 0.52
F -2.1631 -3.9722 0.6861 0.00 0.05 -0.06
F -2.2053 -4.0559 -1.4995 0.05 0.07 -0.11
C -0.1188 -4.0676 -0.4967 0.14 -0.21 -0.45
O 0.5448 -4.3410 0.7235 -0.38 0.13 0.34
C 1.2223 -3.3768 1.4077 0.12 -0.10 -0.31
F 1.3857 -2.2584 0.6793 0.04 0.02 0.07
F 2.4634 -3.8698 1.6627 0.08 0.04 0.01
C 0.5922 -3.0784 2.7735 0.00 0.01 0.15
F -0.6975 -2.7236 2.6366 0.07 0.01 0.04
F 1.2655 -2.0523 3.3405 0.00 -0.01 0.02
H -1.3723 -1.6476 -1.5184 0.04 -0.08 0.04
H -0.2158 -5.0460 -0.9607 -0.07 -0.02 -0.01
H 0.4981 -3.4720 -1.1626 -0.08 0.23 0.05
H 0.6600 -3.9597 3.4144 0.01 0.00 -0.01
F 4.2192 -7.3182 -3.0769 -0.11 -0.01 0.00
C 3.0767 -6.6743 -2.7723 -0.18 -0.08 -0.04
F 2.2699 -6.7000 -3.8582 0.03 -0.02 0.04
C 3.3458 -5.2143 -2.4040 0.37 0.25 -0.16
F 3.7916 -4.5361 -3.4787 -0.10 -0.04 0.01
F 2.1158 -4.6986 -2.0785 0.09 -0.14 -0.02
C 4.2472 -4.9325 -1.1953 -0.21 0.16 0.61
O 5.6040 -4.6435 -1.4483 0.02 -0.04 -0.53
C 6.5357 -5.6329 -1.5947 -0.10 0.05 0.28
F 6.0518 -6.8367 -1.2395 0.07 -0.01 -0.02
F 7.5592 -5.3459 -0.7601 0.04 -0.05 0.04
C 7.1270 -5.6572 -3.0092 0.10 0.01 -0.11
F 6.1531 -5.7861 -3.9309 0.11 -0.01 0.02
F 7.9586 -6.7174 -3.1105 0.01 0.01 -0.02
H 2.5747 -7.1897 -1.9484 0.04 -0.01 0.00
H 3.8579 -4.0094 -0.7690 -0.01 0.02 -0.03
H 4.1318 -5.6969 -0.4260 -0.01 -0.13 -0.14
H 7.6825 -4.7363 -3.1958 0.00 0.00 0.01
```
Forces are in eV/Å.

=====

Entry 3:
The following is a DFT calculation (the ωB97M-V functional and the def2-TZVPD basis) of a molecular structure, C27H24F3N2O.

## Properties
Frontier orbital gap, eV: 5.8
Charge: +1
E_LUMO, eV: -5.34
Relative energy (zero: lowest compared OMol25 entry of this formula, charge and spin), eV: 0.275

XYZ file:
```
57
Properties=species:S:1:pos:R:3:forces:R:3
H -1.8662 0.8335 4.3414 0.35 -1.14 -1.03
C -2.1374 1.8459 5.0704 -1.47 3.21 2.23
H -1.8419 2.7084 4.4322 0.34 -1.24 -0.67
C -3.5865 1.9288 5.2997 0.31 -1.22 0.30
C -4.1424 1.7156 6.5480 0.46 0.66 -0.74
N -3.3954 1.8474 7.6805 0.28 0.28 -1.22
C -3.9751 1.6091 8.9564 -0.34 -0.01 1.14
C -4.8506 0.5303 9.1264 0.29 0.19 0.02
C -5.3571 0.2679 10.3931 -0.23 -0.11 -0.33
C -5.1066 1.1342 11.4515 -0.10 -0.32 0.30
C -5.7168 0.8625 12.7950 -0.11 -0.04 0.07
C -4.2709 2.2226 11.2628 0.33 0.20 0.04
C -3.6454 2.4314 10.0391 -0.40 -0.14 -0.24
C -2.0574 2.1480 7.5547 -0.33 -2.01 0.08
C -1.4136 1.9650 6.3588 -0.01 0.08 -0.21
C 0.0803 1.8846 6.4250 0.99 0.42 -0.29
N 0.7607 1.7981 5.2270 -0.55 0.03 0.37
O 0.6575 1.8557 7.4989 -0.33 -0.11 -0.50
H -4.2435 2.0309 4.4462 -0.06 -0.04 0.07
H -5.2091 1.5984 6.6921 0.08 0.07 0.02
H -5.1055 -0.1009 8.2783 0.13 -0.03 0.20
H -5.9753 -0.6191 10.5709 0.17 0.40 -0.20
H -5.6696 1.7463 13.4333 -0.06 -0.13 -0.01
H -6.7536 0.5499 12.6803 -0.09 0.13 0.06
H -5.2149 0.0385 13.3063 0.14 0.08 -0.03
H -4.1101 2.8985 12.1098 0.13 -0.21 -0.45
H -2.9487 3.2475 9.9103 -0.06 0.13 0.00
H -1.5635 2.2409 8.5220 0.33 0.13 -0.61
H 0.3883 1.9841 4.3031 -0.12 -0.12 0.47
H 1.7507 1.6273 5.2718 0.09 0.13 0.16
F 4.0987 0.6183 0.8872 -0.01 -0.29 1.30
C 3.8325 0.2747 2.1864 1.42 0.04 -0.26
F 4.5671 -0.8292 2.5050 -0.51 0.92 -0.44
F 4.3115 1.2873 2.9873 -0.65 -0.85 -0.83
C 2.3701 0.0302 2.3695 -0.22 -0.19 -0.06
C 1.9342 -0.9675 3.2422 0.08 0.54 -0.40
C 0.5815 -1.1136 3.4717 -0.28 -0.42 0.44
C -0.3665 -0.2792 2.8589 0.32 1.08 1.03
C -1.7573 -0.2386 3.4213 0.26 -1.39 -1.31
C -2.9210 -0.1558 2.4869 -0.18 0.14 0.73
C -4.1661 -0.5569 3.0333 -0.08 0.20 -0.06
C -5.3622 -0.2388 2.3936 -0.09 0.16 -0.16
C -5.3455 0.4983 1.2030 0.23 0.39 0.43
C -4.1170 0.8102 0.6078 0.46 -0.14 0.07
C -2.9004 0.4077 1.1862 -0.46 0.14 0.29
C 0.1110 0.6992 1.9739 -0.08 0.12 -0.07
C 1.4649 0.8192 1.6714 -0.28 -0.17 0.53
H 2.6739 -1.5704 3.7426 -0.07 -0.17 0.12
H 0.2716 -1.8617 4.2095 -0.05 0.27 -0.33
H -1.8653 -1.0735 4.1343 -0.20 0.62 0.05
H -4.1942 -1.1314 3.9701 0.09 0.44 -0.36
H -6.3204 -0.4894 2.8538 0.34 -0.08 -0.16
H -6.2782 0.9072 0.7919 0.47 -0.41 0.07
H -4.0874 1.4347 -0.2876 -0.05 -0.48 0.08
H -1.9518 0.5170 0.6412 -0.75 0.21 0.35
H -0.5835 1.4283 1.5743 0.20 -0.06 -0.07
H 1.8208 1.5455 0.9560 -0.05 0.12 0.04
```
Forces are in eV/Å.

=====

Entry 4:
The following is a DFT calculation (the ωB97M-V functional and the def2-TZVPD basis) of a molecular structure, C27H24FIN6NiO7.

## Properties
Frontier orbital gap (spin up / spin down), eV: 5.8 / 5.8
Charge: 0
E_LUMO (spin up / spin down), eV: -1.69 / -1.69
Relative energy (zero: lowest compared OMol25 entry of this formula, charge and spin), eV: 0.000

XYZ file:
```
67
Properties=species:S:1:pos:R:3:forces:R:3
Ni -0.2281 3.7563 0.8021 0.94 -0.28 -0.60
O -1.6849 6.4402 3.1574 0.02 0.03 0.10
C -1.0489 5.5674 2.6028 0.09 0.06 -0.26
O -0.7904 5.4805 1.3303 -0.40 0.18 0.51
C -0.4216 4.4276 3.3906 0.03 -0.06 -0.10
C -0.2777 4.2969 4.7561 0.01 -0.07 0.05
C 0.4199 3.1878 5.2298 -0.02 0.02 0.01
C 0.9630 2.2574 4.3495 -0.03 -0.02 0.00
C 0.7799 2.4559 2.9926 -0.05 0.00 -0.07
N 0.0872 3.5061 2.5805 0.02 0.24 0.06
C 1.3388 1.6368 1.8276 0.22 -0.05 0.13
O 1.8243 0.5304 2.0696 -0.03 0.08 -0.06
O 1.2507 2.2377 0.7082 -0.40 0.12 0.09
H -0.6962 5.0498 5.4087 0.01 -0.01 0.01
H 0.5532 3.0558 6.2963 0.00 0.00 0.00
H 1.5245 1.3960 4.6825 0.00 0.02 0.02
F 0.1353 -2.8073 2.0466 -0.01 0.04 0.02
C 0.0911 -2.1844 0.8441 0.03 0.05 0.06
C -0.4689 -0.9437 0.7380 0.01 -0.04 0.02
C -0.4595 -0.2689 -0.4766 0.02 -0.04 -0.01
C -0.9032 1.1474 -0.4523 -0.06 -0.08 0.24
O -1.3611 1.6151 0.5871 -0.12 -0.12 -0.30
C -0.7106 1.8463 -1.6954 0.00 0.14 -0.14
C -0.3262 1.1443 -2.7812 0.02 0.03 0.01
N 0.0437 -0.1756 -2.8207 -0.07 -0.02 0.04
C 0.3031 -0.7052 -4.1433 0.03 0.00 -0.01
C 0.0847 -2.1171 -4.5854 0.01 0.05 0.02
C 1.4865 -1.5352 -4.5356 -0.02 -0.01 0.04
C 0.0723 -0.8810 -1.6244 0.01 0.07 0.03
C 0.6468 -2.1484 -1.4813 -0.04 -0.07 0.03
C 0.6844 -2.7890 -0.2533 0.03 -0.08 -0.21
N 1.4081 -4.0238 -0.1900 0.04 0.05 0.03
C 0.9921 -5.0484 0.7529 -0.05 -0.07 -0.02
C 1.8094 -6.3151 0.4344 0.00 0.03 0.03
N 2.3237 -6.1838 -0.9691 0.04 -0.05 -0.01
C 3.3702 -5.0997 -1.0578 -0.03 0.03 0.01
C 2.8613 -3.9165 -0.2218 -0.03 0.00 0.04
C -0.8920 3.3490 -1.9403 -0.15 -0.29 0.02
O -1.2851 3.6814 -3.0528 0.12 0.05 0.08
O -0.5550 4.1422 -1.0005 -0.05 0.05 0.13
H -0.8639 -0.4389 1.6079 -0.01 0.03 0.01
H -0.2919 1.6767 -3.7231 0.01 -0.04 -0.01
H 0.0112 0.0354 -4.8715 0.02 0.00 -0.01
H -0.3741 -2.2517 -5.5547 -0.01 -0.01 0.01
H -0.1987 -2.8573 -3.8538 0.00 -0.01 0.02
H 1.9762 -1.2901 -5.4674 0.01 0.00 0.01
H 2.1539 -1.8666 -3.7535 0.02 0.01 -0.05
H 1.1107 -2.6662 -2.3051 -0.03 0.03 -0.02
H -0.0753 -5.2264 0.6217 0.00 -0.03 0.00
H 1.1596 -4.7904 1.8014 0.03 0.03 -0.02
H 1.2206 -7.2257 0.5116 -0.01 0.00 -0.03
H 2.6866 -6.4091 1.0716 0.00 -0.02 0.00
H 1.5401 -5.8842 -1.5534 -0.01 0.03 0.01
H 2.6840 -7.0677 -1.3223 0.00 0.00 -0.01
H 3.4635 -4.8438 -2.1114 0.02 -0.01 -0.01
H 4.3097 -5.5147 -0.6984 0.00 0.00 0.02
H 3.1515 -2.9783 -0.6861 0.02 0.00 -0.01
H 3.2967 -3.9307 0.7854 -0.01 0.01 0.00
I -7.2274 3.3426 0.2884 0.04 0.01 0.01
C -5.2610 3.9255 0.5172 -0.05 -0.07 -0.02
C -4.7384 5.1793 0.2938 0.06 0.04 -0.02
N -3.4254 5.0797 0.5577 0.07 -0.11 0.10
N -3.0627 3.8544 0.9367 -0.24 -0.05 0.15
C -4.1698 3.1321 0.9174 -0.01 0.08 -0.10
H -5.1973 6.0964 -0.0322 0.00 0.00 0.01
H -2.6840 5.7707 0.5500 -0.03 0.09 -0.07
H -4.1392 2.0839 1.1660 -0.02 0.02 0.02
```
Forces are in eV/Å.

=====

| no. | DFT total energy (eV) |
| --- | --- |
| 1 | -85336.432 |
| 2 | -102730.269 |
| 3 | -41561.053 |
| 4 | -103521.345 |